{"formula": "H3O2PS", "method": "ωB97M-V/def2-TZVPD", "energy_ha": -891.82438, "smiles": "O=PS.O", "e_homo_ev": -9.8151, "orbital_gap_ev": 9.14, "de_lowest_kj_mol": 154.5, "symbols": ["O", "P", "S", "H", "O", "H", "H"], "coordinates": [[-0.02200, -1.86344, 0.71703], [-0.66614, -1.19772, -0.38792], [1.06437, -0.27482, -1.35097], [1.72452, -1.45269, -1.29035], [-1.08436, 1.58160, 0.60330], [-0.82884, 1.51502, 1.55550], [-0.18755, 1.69204, 0.15341]], "atomic_forces_ev_per_a": [[0.28, -1.33, 1.66], [-0.08, 1.22, -1.26], [-0.27, -0.09, -0.61], [-0.05, 0.32, 0.25], [2.19, -0.09, 0.13], [-0.38, 0.05, -1.02], [-1.69, -0.07, 0.84]], "lowdin_charge": [-0.57, 0.55, 0.28, -0.20, -0.15, 0.06, 0.02]}